A 2-piece molecular cluster, C10H16 overall at a distorted geometry. Source: the Open Molecules 2025 dataset; level of theory: ωB97M-V with the def2-TZVPD basis set.

Summary:
Structure (SMILES): Cc1ccccc1.CCC
LUMO energy (eV): 1.0
HOMO-LUMO gap (eV): 9.926
HOMO energy (eV): -8.911
Charge: 0
Largest force on an atom (eV/A): 1.79
Total energy (Eh): -390.60901
Relative energy (zero: lowest compared OMol25 entry of this formula, charge and spin) (kcal/mol): 16.9

Structure (XYZ):
```
26
C10H16 (ωB97M-V with the def2-TZVPD basis set)
C -1.88802 -0.80675 -0.77792
C -1.08552 0.38651 -1.15539
C -0.39598 0.54527 -2.35946
C 0.47358 1.62474 -2.49468
C 0.55963 2.62642 -1.56215
C -0.33850 2.61648 -0.48927
C -1.05906 1.46214 -0.24115
H -2.96628 -0.64791 -0.66765
H -1.63855 -0.97972 0.26931
H -1.80857 -1.76079 -1.29238
H -0.45949 -0.21209 -3.12800
H 1.09355 1.59286 -3.38364
H 1.33640 3.37538 -1.64302
H -0.44119 3.51174 0.10925
H -1.62710 1.31109 0.66938
C 1.70348 -0.23309 1.89885
C 1.05723 -1.37917 1.12271
C 0.02807 -2.32331 1.78892
H 2.32070 -0.65857 2.68830
H 2.34310 0.39188 1.27955
H 0.97219 0.38943 2.40876
H 0.67003 -1.05845 0.15956
H 1.86958 -2.07935 0.89804
H -0.14917 -3.27467 1.28918
H 0.35854 -2.61215 2.79100
H -0.92865 -1.80791 1.82190
```